Computed, not measured: the molecule C5H10N2O, with wB97M-V/def2-TZVPD.

Values from the calculation:
Kohn-Sham gap: 0.3767 Eh
energy relative to the best compared isomer or geometry (same formula, charge and spin): 2.2743 eV

Last column: Mulliken charge in e.
Geometry (Å):
1 C -0.573912 -0.541179 0.543466  0.7145
2 H -1.353982 0.459456 -1.164563  0.2761
3 C 0.801565 2.119918 -0.865946  -1.1121
4 O -0.707477 -0.128550 2.731607  -0.4193
5 H -0.577472 -2.625651 -0.025308  0.3493
6 H -1.580857 -2.230904 1.383094  0.3347
7 H 0.198790 -2.278493 1.532671  0.3231
8 C -0.635321 -2.013309 0.877576  -1.1536
9 H 1.670755 -0.880365 -1.957183  0.2314
10 H -0.496569 -1.031101 -1.547204  0.4091
11 N -0.625372 0.399950 1.439851  -0.4101
12 H -0.654526 0.670223 3.289690  0.3644
13 C -0.473398 -0.140710 -0.910813  -0.8436
14 H 0.949185 2.229069 0.211031  0.2513
15 N 1.811710 0.117537 -1.772461  -0.7604
16 H -0.142208 2.592431 -1.150984  0.2947
17 H 1.620964 2.623430 -1.386164  0.3783
18 C 0.768122 0.658256 -1.228360  0.7723

Atomic forces in eV per Å
C -0.1 0.7 1.3
H 0.0 0.0 0.0
C 0.1 -0.1 -0.3
O 0.1 0.5 0.3
H 0.0 0.1 0.1
H 0.2 0.0 0.1
H -0.2 0.0 0.1
C 0.1 0.2 -0.1
H -0.1 0.2 0.1
H 0.0 0.1 0.2
N 0.2 -1.3 -1.5
H -0.1 -0.6 -0.4
C -0.4 0.4 -0.1
H -0.2 0.0 -0.1
N -1.2 0.8 0.6
H 0.1 0.0 0.2
H -0.1 -0.2 0.1
C 1.8 -0.8 -0.7



Computed, not measured: a structure of composition C12H33BrFeN3O3, with wB97M-V/def2-TZVPD.

Values from the calculation:
expectation value of S²: 20.0120
Kohn-Sham gap (spin up / spin down): 0.1077 / 0.1711 Eh
total charge: +1
spin multiplicity: 9
energy relative to the best compared isomer or geometry (same formula, charge and spin): 0.0000 eV

Last column: Mulliken charge in e.
Geometry (Å):
1 O 3.712407 1.035285 1.102852  -0.3908
2 H 1.987540 0.337748 2.159379  0.2780
3 Br -1.046073 3.103864 -0.213218  -0.2206
4 H -2.232147 -1.950746 -5.923981  0.3281
5 H -0.478689 0.309818 3.501645  0.2413
6 H 0.638757 3.049779 1.629636  -0.0435
7 H -2.823958 -1.124797 0.407836  0.2000
8 H -1.549795 -0.871665 -1.540788  0.2298
9 C -2.189374 -0.304792 -3.898155  -0.9353
10 H -0.596510 0.401144 -1.220827  -0.0607
11 H 0.001078 -1.852762 2.423188  0.4717
12 H -3.227164 -0.218789 -3.559155  0.2901
13 C -2.334368 -2.412251 -4.935356  -0.8157
14 C 3.759553 0.067335 0.076881  -0.5571
15 C -1.282416 0.498590 -3.001647  0.4895
16 H -1.587798 1.546928 -3.096682  0.1936
17 C 0.212311 -3.495483 0.468702  -0.8545
18 H -3.413709 -2.538987 -4.799004  0.3269
19 H 2.071960 1.693260 4.584087  0.3708
20 C 2.397455 2.439682 2.529286  -0.0044
21 H 3.111966 3.085554 4.514843  0.4603
22 H -1.578138 -2.442094 2.124930  0.3955
23 N -1.529786 0.153127 -1.564943  0.3761
24 H -1.872091 -3.395292 -4.960746  0.2434
25 O -1.717037 -1.632717 -3.939376  -0.2803
26 H -0.586596 0.222653 1.031062  -0.7072
27 C -0.818055 -1.776218 1.694734  -1.4404
28 H 3.126307 3.179662 2.149316  0.2642
29 H 0.382257 0.756568 -4.355034  0.4391
30 Fe -2.827737 1.386720 -0.300052  -0.5842
31 O -0.466730 -2.253800 0.414293  -0.2024
32 H 3.758241 -0.967877 0.438201  0.2949
33 H 4.763104 0.166873 -0.339681  0.3009
34 H 0.449753 -3.695768 -0.574515  0.2599
35 N -2.659252 -0.311900 1.006410  -0.4593
36 H 3.796939 1.647667 4.022539  0.3790
37 H 1.770448 1.464158 0.799320  0.0459
38 H 1.236081 3.928271 2.936130  0.4959
39 H 2.974461 0.179590 -0.674632  0.1577
40 H 1.138664 -3.424327 1.048592  0.3200
41 H 0.782779 1.170290 -2.784307  0.4250
42 H -2.141357 -0.119747 3.668123  0.5032
43 H -3.303613 -0.435963 1.786484  0.3654
44 H -1.705658 1.406766 2.844308  0.4051
45 C 2.839987 2.168425 3.979064  -1.4980
46 H -2.170334 0.155263 -4.893142  0.5375
47 C 0.212719 0.412299 -3.333092  -1.5280
48 H -0.338480 -4.335213 0.900982  0.3298
49 C -1.304912 -0.339563 1.630734  2.5701
50 C -1.444372 0.352153 2.972522  -1.9185
51 H 0.611729 -0.584028 -3.155191  0.3392
52 C 2.431476 1.188735 1.638060  0.0818
53 N 1.058157 2.976560 2.579405  0.0912

Atomic forces in eV per Å
O -0.4 -0.2 0.8
H 0.3 -0.3 0.1
Br 0.3 -0.2 -0.2
H 0.2 0.0 0.0
H 0.0 0.1 -0.1
H -1.3 -0.7 0.3
H 0.3 0.0 0.0
H -0.2 0.1 0.4
C 0.2 0.1 -0.4
H -0.3 -0.3 0.7
H 0.4 0.1 -0.3
H -0.1 -0.2 0.2
C -0.4 -0.1 -0.6
C 1.1 -0.6 -0.1
C -0.4 1.0 -0.2
H 0.0 -0.1 -0.1
C 0.5 -0.1 -0.5
H 0.0 0.0 0.4
H 0.1 -0.4 -0.2
C -0.5 -2.6 1.2
H -0.4 0.2 -0.2
H -0.3 0.2 0.0
N 1.6 -0.1 -0.2
H 0.1 0.1 0.1
O -0.1 0.1 0.3
H -0.1 0.1 -0.2
C 0.0 -0.4 0.8
H -0.4 0.4 -0.3
H -0.1 -0.6 -0.2
Fe -0.5 0.2 -0.2
O -0.2 0.4 0.5
H -0.4 0.1 0.4
H -0.3 0.2 -0.4
H 0.1 -0.3 0.1
N 0.1 -0.3 -0.3
H -0.3 -0.5 -0.4
H -0.3 -0.4 -0.1
H -1.4 0.0 0.9
H 0.0 0.3 0.0
H 0.0 0.2 -0.1
H -0.2 -0.2 0.5
H -0.3 -0.1 -0.3
H -0.3 0.5 -0.3
H -0.2 -0.1 -0.1
C 0.9 0.8 0.9
H 0.1 -0.1 -0.1
C -0.3 0.6 -0.1
H -0.5 0.3 -0.1
C -0.3 -0.7 0.2
C 1.1 -0.1 0.6
H 0.1 0.0 -0.2
C -0.5 1.4 -0.9
N 3.4 2.2 -2.0



Computed, not measured: a cluster of 6 separate species, C29H35F5N3O16 in total, with wB97M-V/def2-TZVPD.

Values from the calculation:
Kohn-Sham gap: 0.2735 Eh
total charge: +1

Last column: Mulliken charge in e.
Geometry (Å):
1 O -1.470135 4.828153 2.757566  -0.2915
2 C 0.919763 0.360771 -1.231257  -0.7770
3 H 0.210644 0.051208 -2.119682  0.3205
4 H 4.457936 -3.392244 -1.264819  0.4074
5 H 4.883982 -9.785654 -3.069812  0.2803
6 H -6.579744 -0.999278 0.289212  0.3040
7 C 0.826979 -5.987923 -0.970272  -0.4306
8 H -2.329194 -4.288406 -2.445098  0.3138
9 C 4.120228 1.664278 -0.820310  -0.4602
10 O -2.127931 -0.061731 -1.320211  -0.5546
11 F -2.909773 7.921717 2.897951  -0.2213
12 C -1.225574 -4.376104 -2.052659  -0.4874
13 C -6.901725 -1.175072 -0.742749  0.3698
14 F -7.409773 -0.037106 -1.266755  -0.2879
15 H 5.741168 -7.725242 -4.009536  0.2837
16 H 1.282183 -7.004480 -0.590016  0.3409
17 H 6.879442 -0.676606 1.048131  0.3167
18 C 1.781542 -4.633769 -0.913422  -0.4229
19 C 7.604346 -2.727554 0.352645  -0.5416
20 C -6.516516 10.572246 2.174859  0.3143
21 C -0.708557 -5.872039 -1.554000  -0.4502
22 O 4.650528 -6.602930 -2.677133  -0.2292
23 F 3.814255 -7.522172 -4.540126  -0.2753
24 O -3.408351 5.797266 3.401167  -0.2669
25 O -2.297459 1.608700 0.232792  -0.2971
26 H 6.073550 -4.555033 0.400790  0.1828
27 H -0.680205 -1.986165 -2.379162  0.1191
28 C 4.406336 -8.867826 -2.716487  -0.4870
29 C 4.739162 -7.691110 -3.568699  0.3211
30 H 0.374926 0.219477 -0.187755  0.2390
31 C -2.954741 0.258011 1.929041  0.3447
32 H 7.092756 -4.302284 -1.272369  0.1916
33 C 3.669260 0.082790 -1.026323  -0.0546
34 C -5.841877 -1.740050 -1.625484  -0.0846
35 C 7.086928 -4.219856 -0.086516  -0.7074
36 H -1.380042 -6.844176 -1.555305  0.3108
37 C -1.341877 6.218773 2.539222  -0.3849
38 C -5.959103 11.754021 2.892074  -0.4067
39 C -2.941808 1.681971 1.488736  -0.1586
40 H -6.225398 12.703309 2.415286  0.2826
41 H -3.947996 2.093795 1.356912  0.2380
42 N 4.084964 1.928801 0.698279  -0.5533
43 O -7.908351 -2.161558 -0.763539  -0.3082
44 O -3.068551 -0.459414 0.721054  -0.2705
45 C -2.749137 4.622319 3.197181  0.6474
46 N 2.219131 -0.412594 -1.187485  0.2919
47 N 4.694996 -1.034956 -1.036068  0.4145
48 H 1.131104 1.517434 -1.345722  0.2387
49 C 4.965851 -7.118575 -1.455923  0.6051
50 H 3.379673 2.365850 -1.403287  0.3248
51 C -2.401725 6.783751 3.421957  0.2377
52 H 5.547857 -2.029199 1.048355  0.2834
53 H -0.342678 6.568092 2.813030  0.2671
54 C -0.253771 -3.015022 -2.020057  -0.1216
55 O -3.282588 10.447202 1.242355  -0.5426
56 H -2.049628 -0.055911 2.459835  0.2597
57 H -4.842678 -1.390731 -1.351676  -0.0907
58 O -7.737428 -4.437593 -0.775057  -0.5311
59 O -5.970135 -3.130671 -1.407140  -0.2926
60 H 2.864012 -4.791750 -0.449361  0.2507
61 H 7.897731 -5.015944 0.278801  0.3304
62 C 6.430903 -1.582448 0.417654  -0.3043
63 O -3.237428 3.521231 3.389649  -0.5998
64 C -7.249137 -3.336505 -0.967525  0.6337
65 C 2.364909 -1.914376 -1.295677  0.5003
66 C -4.376663 10.746062 1.691299  0.6858
67 O -4.564777 11.549675 2.782304  -0.2946
68 O -5.560091 10.314055 1.172126  -0.2748
69 H -1.512283 6.436984 1.479630  0.2916
70 C 3.947333 -2.337601 -1.215719  -0.7334
71 H 3.327982 -9.041334 -2.636254  0.2819
72 O 5.264350 -6.443959 -0.484502  -0.4804
73 H -2.079744 6.959546 4.453918  0.2601
74 F -4.045313 -0.003448 2.683994  -0.2828
75 O 4.914445 -8.485626 -1.454069  -0.3211
76 H 8.459747 -2.362284 -0.360917  0.2709
77 H -6.268938 11.788753 3.940018  0.2656
78 C -2.471574 0.328454 -0.216792  0.6864
79 C 1.275833 -3.130904 -1.441843  0.5786
80 H 3.736101 1.035769 1.136374  0.2707
81 H -6.640662 9.683570 2.802841  0.2707
82 H 5.203317 1.783129 -1.255562  0.2878
83 H 8.078817 -2.792116 1.446132  0.3264
84 H 3.422092 2.709865 0.902196  0.2802
85 O 6.031993 -1.031332 -0.893314  -0.3619
86 F -7.688772 10.880325 1.576056  -0.2828
87 H -6.012283 -1.521840 -2.685075  0.2743
88 H -2.386941 2.325145 2.177098  0.1268

Atomic forces in eV per Å
O -1.1 -0.7 0.5
C -0.8 1.3 0.6
H 1.8 0.4 1.9
H -1.1 2.5 0.1
H 0.0 0.2 0.2
H -0.1 0.1 -0.1
C -1.3 4.2 -1.5
H 2.5 -0.1 0.8
C -0.5 -1.2 -0.1
O -0.7 0.7 2.1
F 0.0 0.0 0.2
C 3.4 -0.7 1.3
C -0.5 0.6 0.0
F -0.1 0.3 0.1
H -0.2 0.1 -0.1
H -1.1 2.3 -0.8
H -1.1 -1.8 -1.5
C -3.1 -0.4 -1.0
C 0.0 0.0 0.1
C -0.8 -0.1 -0.4
C 3.1 3.7 0.5
O 0.5 -0.4 0.8
F 0.1 0.1 -0.2
O 0.7 -1.1 0.1
O 0.2 -1.5 -1.0
H 2.0 1.0 -1.1
H 0.8 -2.3 0.8
C -0.2 -1.3 -0.2
C -0.4 0.2 -1.0
H 1.1 0.1 -2.4
C -0.7 -0.1 0.9
H -0.4 0.1 2.6
C 0.2 -0.8 -0.3
C 1.1 0.3 -0.5
C 1.2 -0.2 -0.1
H 1.4 2.5 -0.1
C 1.2 0.5 -0.6
C -0.3 0.8 0.9
C 0.2 1.0 0.6
H -0.1 -0.2 -0.1
H 0.1 -0.2 0.1
N -1.0 -0.8 -1.3
O 0.8 -0.5 0.1
O 0.7 0.4 -0.8
C -1.1 -2.1 0.4
N 5.8 -3.5 -0.1
N -7.8 -1.3 -0.8
H -0.2 -2.5 0.2
C 0.5 1.0 2.4
H 1.5 -1.5 1.0
C -0.4 1.1 -0.1
H 1.3 1.0 -1.7
H -0.1 -0.2 0.0
C 1.4 -3.6 1.5
O -2.6 0.8 1.1
H -0.2 -0.1 0.1
H -0.1 -0.2 0.0
O 1.3 2.8 -0.6
O -0.8 -0.3 0.4
H -2.6 0.5 -1.1
H -1.8 1.8 -0.8
C 1.7 -0.3 3.1
O 1.0 2.8 0.0
C -1.3 -3.3 0.4
C 3.5 -1.5 0.2
C 3.0 -0.5 -1.1
O 0.4 -0.7 -0.8
O 0.6 0.1 0.7
H -0.2 0.1 0.2
C -3.7 3.9 0.1
H 0.1 0.2 -0.2
O -1.0 -1.6 -2.2
H -0.1 0.1 -0.1
F 0.1 -0.2 0.1
O 0.2 1.4 0.3
H -1.7 -0.7 1.3
H 0.2 0.0 -0.1
C 0.5 -0.3 -2.2
C -2.0 -2.5 0.2
H 0.4 1.7 -0.3
H -0.1 0.0 -0.1
H -2.2 -0.3 0.9
H -1.2 0.3 -2.3
H 0.7 -1.1 -0.2
O -0.2 0.1 0.7
F -0.2 -0.2 0.0
H -0.2 0.1 0.2
H -0.1 -0.4 -0.6



Number 1: maximum force 2.055 eV/Å. Number 2: maximum force 4.556 eV/Å. Number 3: maximum force 7.948 eV/Å.